Entry 1:
{"formula": "C13H18Cl2N2OSc", "method": "wB97M-V/def2-TZVPD", "symbols": ["Sc", "Cl", "Cl", "C", "H", "H", "C", "C", "H", "C", "H", "C", "H", "H", "C", "H", "H", "C", "H", "H", "H", "H", "N", "C", "O", "C", "C", "C", "C", "N", "C", "H", "H", "H", "H", "H", "H"], "coordinates": [[-0.252957, 0.861415, -0.734657], [2.193959, 0.515068, -0.064295], [-2.538616, 0.094940, -0.084959], [-0.489570, 2.493992, -1.681483], [-1.528578, 2.551932, -2.117337], [0.252538, 2.585195, -2.543861], [-0.275101, -1.616337, -1.364702], [-0.292605, -0.636399, -2.227835], [-0.932501, -1.750694, -0.471571], [1.037064, -0.099355, -2.848497], [-1.130589, 0.141597, -2.485701], [1.794843, -1.324201, -3.429361], [0.923774, 0.696417, -3.604848], [1.764921, 0.369862, -2.112067], [2.044758, -2.333367, -2.303695], [1.161663, -1.797553, -4.181682], [2.711819, -1.007768, -3.958066], [0.791111, -2.644897, -1.412427], [2.376625, -3.297623, -2.716184], [2.887084, -1.921814, -1.721350], [0.382106, -3.574622, -1.771408], [1.087493, -2.787621, -0.375336], [0.446002, 0.048365, 6.399479], [0.601930, -0.302207, 5.082710], [1.050554, -1.392764, 4.748043], [0.129725, 0.703380, 4.082011], [-0.532009, 1.902086, 4.413171], [-0.996888, 2.729022, 3.396208], [-0.848184, 2.321151, 2.059115], [-0.229914, 1.181947, 1.747413], [0.287053, 0.399526, 2.709748], [0.821837, -0.586094, 7.085293], [0.286500, 0.996905, 6.699263], [-0.689834, 2.177657, 5.455881], [-1.489938, 3.676391, 3.590131], [-1.258104, 2.907219, 1.227590], [0.838083, -0.478789, 2.358013]], "forces_ev_per_a": [[0.5, 0.7, 3.7], [0.4, -0.1, 0.8], [-0.5, 0.2, 0.2], [-0.4, 1.0, -2.2], [0.6, 0.4, 0.3], [-0.7, 0.4, 0.8], [-0.3, -2.0, 1.2], [0.1, 2.6, -3.2], [-0.4, 0.1, -1.5], [0.8, -1.0, -1.2], [0.9, -1.3, 0.9], [-0.5, 0.2, 0.0], [-0.6, -0.6, 0.1], [-1.3, -0.6, -0.6], [0.4, 0.0, 0.2], [-0.1, 0.1, -0.2], [-0.1, -0.2, 0.5], [1.8, 0.8, 0.1], [0.1, 0.3, 0.0], [-0.5, -0.3, 0.2], [-0.5, -0.4, 0.0], [0.4, -0.4, 0.1], [0.1, -0.1, 0.2], [0.2, -0.4, -0.3], [-0.3, 0.8, 0.4], [-0.3, 0.2, -0.9], [0.2, -0.3, -0.4], [0.1, -0.2, -0.4], [-0.1, -0.2, 0.9], [0.2, 0.1, 0.0], [-0.4, 0.6, 0.1], [0.0, 0.0, -0.1], [0.0, -0.2, -0.2], [0.0, 0.0, -0.3], [0.0, -0.2, 0.2], [0.3, -0.3, 0.3], [-0.2, 0.3, 0.3]], "energy_ha": -2372.08148, "relative_energy_kcal_mol": 26.11, "lumo_energy_ev": 2.5, "spin_multiplicity": 1, "total_charge": -1}

Entry 2:
{"formula": "C4H20NO4S", "method": "wB97M-V/def2-TZVPD", "symbols": ["C", "C", "C", "S", "C", "N", "H", "H", "H", "H", "H", "H", "H", "H", "H", "H", "H", "H", "H", "H", "O", "H", "H", "O", "H", "H", "O", "H", "H", "O"], "coordinates": [[-0.761965, -0.087288, -1.567497], [-0.370461, -1.530195, -1.901745], [-0.494595, -2.561128, -0.740959], [-0.205807, -1.742711, 0.819240], [1.372439, -2.311356, 1.588410], [-1.792874, 0.121671, -0.500039], [0.186954, 0.417730, -1.311593], [-1.117298, 0.475919, -2.440603], [0.726245, -1.490171, -2.082112], [-0.892061, -1.919909, -2.767040], [0.294869, -3.299730, -0.908509], [-1.436539, -3.115481, -0.779238], [1.335251, -2.563397, 2.637757], [2.003340, -1.439556, 1.356961], [1.779196, -3.088532, 0.938002], [-1.320847, 0.490160, 0.352584], [-2.350090, 0.953511, -0.717588], [-2.394344, -0.687647, -0.367537], [1.170959, 3.177038, 1.192476], [2.015208, 2.231197, 0.450201], [1.080998, 2.599769, 0.412677], [-0.702441, 0.682704, 2.812174], [0.015894, 1.649458, 1.842342], [-0.854645, 1.324242, 2.098027], [2.326937, 1.075924, -1.163797], [3.491209, 0.663921, -0.375255], [3.124471, 1.475755, -0.757858], [-2.258394, 2.786298, 1.370304], [-1.583447, 3.069283, 0.092930], [-2.388165, 2.642520, 0.417286]], "forces_ev_per_a": [[0.5, 0.2, -1.2], [0.4, -0.3, 0.8], [0.6, -0.1, -0.9], [-0.1, -0.4, 1.8], [0.2, 0.8, -2.2], [0.5, 1.3, -0.4], [-0.6, 0.1, 0.7], [0.0, -0.5, 0.0], [-0.5, 0.1, -0.3], [0.0, 0.0, -0.3], [-0.2, 0.0, 0.1], [0.0, 0.2, 0.3], [-0.3, -0.1, 0.1], [0.2, -0.3, 0.7], [-0.1, -0.3, 0.4], [-0.2, -0.8, 0.5], [-0.3, -0.2, -0.1], [0.1, 0.1, 0.4], [-0.5, 0.4, -0.2], [-0.9, -0.1, -1.0], [1.0, 0.1, 1.4], [0.0, 0.2, -0.2], [0.5, 0.0, -0.4], [-0.4, -0.6, 0.7], [0.0, 0.3, -0.2], [0.4, 0.0, 0.2], [0.0, -0.5, -0.1], [-0.3, -0.5, -0.2], [0.0, 0.0, -0.4], [0.1, 0.8, 0.1]], "s2": 0.751, "energy_ha": -918.14117, "relative_energy_kcal_mol": 0.00, "lumo_energy_ev": [0.3, 0.1], "spin_multiplicity": 2, "total_charge": 0}

Entry 3:
{"formula": "C29H37FeGeN3", "method": "wB97M-V/def2-TZVPD", "symbols": ["Fe", "C", "C", "C", "C", "C", "C", "C", "C", "C", "H", "H", "H", "H", "H", "H", "H", "H", "H", "H", "H", "H", "C", "C", "C", "C", "N", "C", "C", "C", "C", "C", "C", "N", "H", "H", "H", "H", "H", "H", "H", "H", "C", "Ge", "C", "C", "C", "H", "H", "H", "H", "H", "H", "H", "H", "H", "H", "C", "C", "C", "C", "N", "C", "C", "H", "H", "H", "H", "H", "H", "H"], "coordinates": [[-1.540237, 1.126986, -1.324639], [0.521745, -5.379820, 4.061964], [1.654926, -4.596469, 3.417893], [2.285319, -5.088049, 2.272642], [3.332374, -4.357091, 1.606460], [3.995706, -4.901322, 0.379437], [3.648962, -3.100520, 2.027472], [3.098545, -2.573735, 3.252571], [3.547166, -1.301931, 3.757151], [2.074203, -3.318479, 3.849853], [-0.237222, -4.683968, 4.492274], [0.978079, -6.004729, 4.889759], [0.029659, -6.096839, 3.400668], [2.052715, -6.079898, 1.879509], [3.278117, -4.936903, -0.419273], [4.405485, -5.911049, 0.583339], [4.843771, -4.246504, 0.114952], [4.384386, -2.601221, 1.445146], [4.310424, -0.918587, 3.048135], [3.967841, -1.237080, 4.784414], [2.755074, -0.594612, 3.768086], [1.550896, -2.801508, 4.643907], [-1.116443, -0.522251, -5.187662], [-0.902816, -1.851311, -4.841656], [-0.742544, -2.263948, -3.501436], [-1.012450, -1.356794, -2.534327], [-1.305747, -0.030902, -2.863890], [-1.191748, 0.382004, -4.112651], [-1.067244, -1.682150, -1.065601], [-0.926215, -2.988680, -0.560533], [-0.777669, -3.155004, 0.812407], [-0.682320, -1.974183, 1.638862], [-0.967616, -0.784510, 1.061324], [-1.230970, -0.656636, -0.262594], [-1.300918, -0.116116, -6.192680], [-0.772556, -2.582769, -5.600456], [-0.440561, -3.261215, -3.238075], [-1.283674, 1.439789, -4.263055], [-0.839916, -3.849695, -1.198143], [-0.874978, -4.175665, 1.242173], [-0.439246, -2.053309, 2.683843], [-1.142184, 0.053616, 1.707129], [1.970788, 4.274454, -2.201586], [1.322769, 3.340092, -0.621937], [2.880621, 2.459776, 0.277403], [0.738751, 4.798297, 0.620616], [0.133761, 1.801190, -0.759575], [1.017724, 4.352551, -2.748301], [2.787004, 3.729118, -2.742237], [2.234790, 5.269108, -1.785680], [3.573486, 3.294942, 0.595433], [3.409703, 1.755537, -0.372528], [2.566064, 2.062960, 1.285879], [-0.269668, 5.168374, 0.295385], [1.496820, 5.726646, 0.640871], [0.697510, 4.358247, 1.620817], [0.878503, 1.105732, -0.291882], [-5.636593, 5.695046, -0.975343], [-4.709314, 4.543592, -0.930825], [-4.428216, 3.783793, 0.220132], [-3.630018, 2.655062, 0.179206], [-2.895357, 2.332983, -0.976802], [-3.244151, 2.990336, -2.079807], [-4.078997, 4.065710, -2.120687], [-5.471373, 6.328298, -0.084329], [-6.710393, 5.412894, -0.990797], [-5.360345, 6.307774, -1.873525], [-4.766439, 4.067115, 1.239201], [-3.335565, 2.125874, 1.057851], [-2.724006, 2.731837, -3.035264], [-4.367987, 4.495708, -3.096367]], "forces_ev_per_a": [[1.1, -1.2, 1.3], [0.7, 0.1, 1.3], [0.1, 0.3, -1.4], [1.2, 0.3, -0.2], [-1.8, -1.0, 0.4], [0.9, -0.3, 0.7], [-0.6, 0.1, 2.3], [-0.6, -3.0, -2.0], [1.8, 1.8, 0.3], [0.1, 0.3, 0.0], [0.5, -0.6, -0.2], [-0.7, 0.7, -0.6], [0.1, 0.3, -0.2], [-0.1, 0.2, 0.2], [-0.1, -0.2, -0.6], [-0.3, 0.5, -0.3], [-0.4, -0.4, -0.1], [0.6, 0.8, 0.0], [-0.3, 0.1, 0.6], [-0.1, -0.6, -0.6], [-0.9, 0.8, -0.1], [-0.1, -0.3, 0.5], [-0.1, 0.3, 0.8], [0.4, 0.4, 0.2], [-0.1, 0.3, -1.2], [-1.2, 1.7, 0.7], [1.2, -2.3, -0.3], [-0.8, -1.1, -0.5], [0.3, -0.9, -0.7], [0.5, 0.5, 0.7], [-0.5, 0.7, 0.6], [-0.1, -2.6, -0.9], [-0.9, 0.1, -0.7], [0.2, 0.4, 0.9], [0.5, -0.6, 0.4], [0.0, -0.5, -0.6], [-0.1, -0.2, -0.2], [0.0, 0.4, -0.2], [-0.3, -0.1, -0.2], [0.7, 0.9, -0.2], [-0.1, 0.0, 0.2], [0.3, 0.7, -0.2], [-0.4, -0.2, 0.1], [0.9, -0.2, 1.3], [0.2, 1.7, 1.4], [0.7, 1.5, -0.6], [2.2, 0.9, 0.6], [0.7, 0.3, -0.6], [-0.9, 0.8, 0.4], [0.2, -0.6, -0.7], [-0.3, -0.9, -0.6], [-0.1, 0.0, 0.4], [0.2, -0.2, -1.2], [0.8, -0.2, 0.5], [-1.7, -2.2, -0.1], [-0.2, 0.3, 0.0], [-0.8, -0.1, -0.5], [0.2, 1.3, -0.1], [0.9, -1.8, -0.9], [-0.1, 0.0, 1.0], [2.0, 0.9, -2.4], [-4.3, 1.7, 1.9], [1.1, 0.3, -1.2], [-2.0, 1.1, 0.5], [-0.2, -0.2, -0.4], [0.7, 0.0, -0.1], [-0.6, -0.4, 0.8], [-0.2, -0.1, -1.0], [-0.1, -0.4, 0.4], [-0.4, 0.0, 0.9], [0.4, -0.1, 0.7]], "s2": 8.776, "energy_ha": -4631.79203, "relative_energy_kcal_mol": 75.46, "lumo_energy_ev": [-3.3, -3.6], "spin_multiplicity": 6, "total_charge": 1}

Entry 4:
{"formula": "C30H22Cl2F3N6O3STc", "method": "wB97M-V/def2-TZVPD", "symbols": ["Tc", "C", "C", "C", "C", "C", "C", "N", "C", "C", "C", "C", "C", "N", "C", "C", "C", "C", "C", "C", "N", "H", "H", "H", "H", "H", "H", "H", "H", "H", "H", "H", "H", "H", "H", "H", "N", "C", "C", "C", "C", "N", "C", "C", "H", "H", "H", "H", "F", "C", "F", "F", "S", "O", "O", "O", "Cl", "C", "C", "C", "C", "C", "Cl", "C", "N", "H", "H", "H"], "coordinates": [[0.027757, 0.311207, -0.150406], [-1.793343, -0.022093, 2.882094], [-0.326543, 0.161907, 3.051894], [0.157057, 0.304807, 4.352194], [1.509657, 0.423207, 4.589294], [2.364757, 0.367207, 3.507394], [1.833557, 0.266207, 2.226894], [0.503157, 0.186707, 2.002094], [2.689457, 0.309407, 1.049894], [4.077657, 0.405707, 1.099194], [4.792157, 0.558007, -0.078606], [4.104957, 0.601907, -1.277906], [2.714257, 0.487407, -1.268406], [2.027657, 0.327307, -0.120406], [1.880057, 0.539107, -2.454706], [2.426457, 0.634207, -3.734306], [1.590957, 0.661007, -4.830406], [0.228557, 0.580507, -4.603906], [-0.266543, 0.464307, -3.311806], [-1.741543, 0.337607, -3.144106], [0.541357, 0.455507, -2.240106], [-2.241043, -0.355993, 3.813794], [-2.008543, -0.741593, 2.100294], [-2.227843, 0.938707, 2.614294], [-0.543543, 0.310407, 5.169194], [1.888357, 0.551907, 5.589594], [3.426157, 0.429007, 3.655794], [4.609757, 0.366307, 2.034294], [5.867657, 0.648507, -0.059606], [4.645957, 0.738207, -2.200106], [3.493757, 0.657507, -3.872906], [1.982657, 0.723007, -5.832406], [-0.462743, 0.588107, -5.429306], [-2.225443, 0.238807, -4.110106], [-2.135843, 1.231507, -2.666206], [-1.986843, -0.532593, -2.540306], [-7.478543, 0.919807, -0.228906], [-6.338943, 0.827307, -0.208306], [-4.926143, 0.707607, -0.200706], [-4.106243, 1.828607, -0.317606], [-2.733143, 1.654507, -0.360706], [-2.133743, 0.465107, -0.235006], [-2.933943, -0.609193, -0.128006], [-4.310643, -0.544493, -0.120806], [-4.526943, 2.819207, -0.391906], [-2.109243, 2.522307, -0.508506], [-2.433343, -1.565593, -0.070806], [-4.901243, -1.444293, -0.057606], [1.540257, 5.075307, 1.452394], [1.020057, 3.921007, 1.835894], [0.605957, 4.037807, 3.092994], [2.007457, 3.006107, 1.829794], [-0.380743, 3.293407, 0.756394], [-1.006843, 4.426307, 0.165294], [-1.156943, 2.507007, 1.681394], [0.299957, 2.429107, -0.218806], [1.054857, -2.475693, -2.731906], [0.688157, -3.480893, -1.391506], [0.922957, -4.834493, -1.461706], [0.632157, -5.648293, -0.373606], [0.104957, -5.089993, 0.783494], [-0.132243, -3.736793, 0.854694], [-0.773643, -3.073993, 2.298194], [0.144957, -2.839293, -0.228906], [-0.086043, -1.559693, -0.167406], [1.326357, -5.264593, -2.366506], [0.819257, -6.709193, -0.425506], [-0.122743, -5.716993, 1.631994]], "forces_ev_per_a": [[0.3, -4.2, -0.2], [-0.1, 0.2, -0.2], [0.0, -0.1, 0.6], [0.2, -0.1, -0.1], [-0.3, 0.0, -0.2], [-0.1, -0.1, -0.4], [-0.1, -0.1, 1.0], [-0.4, 0.5, 0.0], [0.4, 0.1, -0.5], [-0.1, 0.0, -0.2], [-0.4, -0.1, 0.1], [-0.4, 0.0, 0.1], [0.5, -0.1, 0.6], [1.6, 0.1, 0.1], [-0.4, 0.1, -0.9], [-0.1, -0.1, 0.5], [-0.4, 0.0, 0.2], [0.4, 0.0, -0.1], [-0.2, 0.1, -0.3], [0.0, 0.0, 0.0], [-0.2, 0.6, -0.5], [0.0, -0.1, 0.0], [0.0, 0.0, 0.1], [-0.1, -0.1, 0.0], [-0.1, 0.0, 0.1], [0.1, 0.0, 0.1], [0.2, 0.0, 0.0], [-0.1, 0.0, 0.1], [0.1, 0.0, 0.0], [0.0, 0.0, 0.0], [0.1, 0.1, 0.0], [0.1, 0.0, -0.1], [-0.1, 0.0, -0.1], [0.0, 0.0, -0.1], [-0.1, -0.1, 0.0], [0.0, 0.0, 0.0], [-0.6, 0.0, 0.0], [-0.2, 0.0, 0.0], [1.1, -0.1, 0.0], [-0.1, -0.3, -0.1], [-0.3, 0.0, 0.1], [-0.6, 0.1, 0.2], [0.1, -0.1, -0.1], [-0.1, 0.3, 0.0], [0.0, 0.1, 0.0], [-0.3, -0.2, -0.2], [0.0, 0.0, 0.1], [0.0, -0.1, 0.0], [-0.2, 0.0, -0.3], [0.2, -0.1, 0.1], [-0.2, 0.1, -0.1], [0.1, 0.0, -0.1], [-0.3, 1.2, 1.8], [0.1, 0.3, -0.2], [0.2, 0.4, 0.1], [0.6, -0.9, -0.8], [0.1, -0.2, -0.4], [-0.1, 0.3, 0.5], [-0.1, -0.1, 0.0], [0.0, 0.2, 0.0], [0.1, -0.1, -0.1], [0.1, 0.3, -0.4], [-0.1, 0.0, 0.4], [0.5, -2.3, -0.1], [-0.2, 4.3, 0.0], [0.0, 0.1, -0.1], [0.0, -0.1, 0.0], [0.0, 0.0, 0.1]], "s2": 0.947, "energy_ha": -3409.51469, "relative_energy_kcal_mol": 19.88, "lumo_energy_ev": [-3.9, -4.3], "spin_multiplicity": 2, "total_charge": 1}

Entry 5:
{"formula": "C3H4O3Tl", "method": "wB97M-V/def2-TZVPD", "symbols": ["O", "O", "C", "C", "H", "H", "Tl", "O", "C", "H", "H"], "coordinates": [[-0.106422, 0.191062, -0.394574], [1.701942, -0.788112, 0.376827], [0.343229, -0.703314, 0.368398], [2.518463, 0.206157, -0.062427], [2.116420, 0.984823, -0.705894], [3.577792, -0.005091, 0.057493], [-1.605854, -1.897939, 1.627086], [-2.520123, -0.373129, 0.449220], [-1.972740, 0.481336, -0.317707], [-1.939680, 1.537542, 0.011481], [-2.113026, 0.366665, -1.409903]], "forces_ev_per_a": [[-0.2, 0.1, 0.5], [0.0, -0.3, 0.6], [-0.5, 0.7, -0.9], [0.0, 0.2, -0.5], [0.1, -0.2, 0.3], [-0.4, 0.0, 0.0], [0.9, -1.6, 1.2], [-0.2, 1.8, -1.4], [-0.5, -0.2, -0.2], [0.5, -0.5, 0.0], [0.3, -0.1, 0.4]], "s2": 0.754, "energy_ha": -514.77002, "relative_energy_kcal_mol": 67.88, "lumo_energy_ev": [0.1, 0.0], "spin_multiplicity": 2, "total_charge": 0}